No. 1
{
  "formula": "C34H53N10O3PSZr",
  "method": "the ωB97M-V functional and the def2-TZVPD basis",
  "lumo_energy_ev": -5.09,
  "e_above_lowest_kcal_mol": 38.1,
  "charge": 2,
  "homo_ev": -12.43,
  "gap_ev": 7.3387,
  "symbols": ["Zr", "N", "N", "C", "N", "S", "H", "H", "H", "H", "H", "C", "C", "C", "C", "C", "C", "C", "C", "N", "H", "H", "H", "H", "H", "H", "H", "H", "H", "O", "C", "N", "C", "O", "C", "C", "C", "C", "N", "C", "H", "H", "H", "H", "H", "H", "H", "H", "N", "C", "C", "C", "C", "C", "C", "H", "H", "H", "H", "H", "H", "H", "O", "P", "N", "C", "C", "C", "C", "N", "C", "C", "C", "C", "N", "C", "C", "C", "C", "H", "H", "H", "H", "H", "H", "H", "H", "H", "H", "H", "H", "H", "H", "H", "H", "H", "H", "H", "H", "H", "H", "H", "H"],
  "xyz": [[-0.462, -0.037, 0.241], [0.913, 0.118, 2.247], [2.011, 0.986, 2.140], [2.705, 1.063, 0.984], [3.823, 1.783, 1.011], [2.214, 0.287, -0.428], [0.212, 0.551, 2.846], [1.204, -0.787, 2.613], [2.402, 1.345, 2.999], [4.172, 2.229, 1.845], [4.322, 1.933, 0.150], [0.904, 4.469, 0.439], [0.709, 3.982, -0.974], [1.201, 4.757, -2.021], [1.126, 4.334, -3.337], [0.571, 3.098, -3.626], [0.061, 2.306, -2.609], [-0.562, 0.976, -2.913], [0.106, 2.758, -1.285], [-0.417, 1.873, -0.316], [1.724, 5.184, 0.473], [1.145, 3.646, 1.116], [0.022, 4.980, 0.833], [1.666, 5.707, -1.790], [1.507, 4.960, -4.132], [0.520, 2.751, -4.650], [-0.507, 0.746, -3.977], [-1.615, 0.957, -2.619], [-0.027, 0.150, -2.407], [-5.433, -2.631, 1.893], [-6.384, -1.561, 1.902], [-5.656, -0.335, 1.984], [-5.103, 0.222, 0.873], [-5.420, -0.094, -0.264], [-3.956, 1.142, 1.060], [-3.793, 2.318, 0.205], [-2.612, 2.923, 0.114], [-1.370, 2.352, 0.737], [-1.592, 1.148, 1.601], [-2.887, 0.671, 1.724], [-5.920, -3.463, 1.885], [-7.041, -1.639, 2.768], [-6.967, -1.556, 0.983], [-5.375, 0.011, 2.886], [-4.663, 2.708, -0.308], [-2.485, 3.836, -0.456], [-0.851, 3.087, 1.351], [-2.987, -0.209, 2.357], [-2.480, -1.070, -0.588], [-2.602, -2.215, -1.490], [-3.255, -3.352, -1.039], [-3.412, -4.435, -1.892], [-2.935, -4.376, -3.195], [-2.306, -3.224, -3.643], [-2.135, -2.141, -2.791], [-2.927, -1.358, 0.285], [-3.134, -0.348, -0.913], [-3.683, -3.371, -0.042], [-3.938, -5.316, -1.549], [-3.075, -5.214, -3.864], [-1.954, -3.159, -4.664], [-1.656, -1.243, -3.154], [0.207, -2.036, 0.406], [0.893, -3.410, 0.400], [1.747, -3.572, -0.966], [2.982, -4.376, -1.107], [3.446, -4.057, -2.525], [2.135, -3.827, -3.274], [1.305, -3.038, -2.269], [1.899, -3.550, 1.687], [3.075, -2.672, 1.872], [4.128, -3.581, 2.499], [3.285, -4.563, 3.309], [2.103, -4.844, 2.388], [-0.247, -4.553, 0.534], [-0.233, -5.855, -0.167], [-1.020, -6.759, 0.775], [-2.060, -5.814, 1.374], [-1.288, -4.511, 1.579], [2.769, -5.444, -1.000], [3.719, -4.099, -0.356], [4.047, -4.860, -2.947], [4.047, -3.146, -2.526], [1.649, -4.783, -3.484], [2.262, -3.296, -4.215], [0.233, -3.175, -2.404], [1.536, -1.967, -2.330], [2.840, -1.853, 2.563], [3.386, -2.224, 0.927], [4.846, -3.028, 3.102], [4.682, -4.112, 1.723], [2.938, -4.094, 4.231], [3.820, -5.472, 3.575], [1.209, -5.138, 2.934], [2.349, -5.640, 1.678], [0.784, -6.210, -0.331], [-0.728, -5.762, -1.137], [-0.364, -7.147, 1.556], [-1.463, -7.607, 0.255], [-2.491, -6.183, 2.303], [-2.872, -5.655, 0.663], [-0.840, -4.469, 2.576], [-1.922, -3.630, 1.457]]
}

=====

No. 2
{
  "formula": "C34H54AlN2O2SSe",
  "method": "the ωB97M-V functional and the def2-TZVPD basis",
  "lumo_energy_ev": -2.28,
  "e_above_lowest_kcal_mol": 0.0,
  "charge": 1,
  "homo_ev": -10.26,
  "gap_ev": 7.9769,
  "symbols": ["Al", "C", "C", "C", "C", "C", "C", "C", "Se", "C", "C", "C", "C", "C", "C", "O", "C", "C", "C", "C", "C", "C", "C", "C", "C", "O", "C", "C", "C", "C", "C", "C", "H", "H", "H", "H", "H", "H", "H", "H", "H", "H", "H", "H", "H", "H", "H", "H", "H", "H", "H", "H", "H", "H", "H", "H", "H", "H", "H", "H", "H", "H", "H", "H", "H", "H", "H", "H", "H", "H", "H", "H", "C", "C", "N", "C", "C", "S", "C", "C", "N", "H", "H", "H", "H", "H", "H", "H", "H", "H", "H", "H", "H", "H", "H"],
  "xyz": [[-0.001, 0.126, 0.129], [4.917, -1.400, 5.850], [4.871, -0.122, 5.002], [4.811, 1.101, 5.929], [6.150, -0.040, 4.173], [3.626, -0.143, 4.116], [3.673, -0.087, 2.733], [2.490, -0.093, 2.007], [2.592, 0.085, 0.092], [2.513, 1.999, -0.077], [3.700, 2.717, -0.082], [3.659, 4.101, -0.125], [2.398, 4.691, -0.154], [1.184, 4.009, -0.148], [1.247, 2.605, -0.122], [0.137, 1.853, -0.154], [-0.094, 4.875, -0.141], [-0.044, 5.804, 1.083], [-1.426, 4.121, -0.062], [-0.123, 5.723, -1.421], [4.910, 4.980, -0.121], [4.933, 5.838, -1.393], [6.186, 4.142, -0.074], [4.881, 5.896, 1.111], [1.221, -0.164, 2.607], [0.112, -0.194, 1.854], [1.153, -0.218, 4.011], [2.363, -0.207, 4.699], [-0.129, -0.270, 4.868], [-0.132, 0.939, 5.817], [-0.115, -1.563, 5.697], [-1.458, -0.234, 4.104], [5.803, -1.398, 6.489], [4.043, -1.486, 6.498], [4.954, -2.289, 5.216], [5.698, 1.137, 6.564], [4.764, 2.026, 5.352], [3.937, 1.069, 6.582], [7.014, -0.031, 4.840], [6.257, -0.897, 3.504], [6.187, 0.873, 3.574], [4.617, -0.030, 2.207], [4.641, 2.185, -0.044], [2.355, 5.773, -0.175], [-0.023, 5.225, 2.008], [0.831, 6.453, 1.074], [-0.930, 6.443, 1.100], [-1.496, 3.493, 0.825], [-2.227, 4.863, -0.022], [-1.596, 3.497, -0.940], [0.748, 6.373, -1.504], [-0.149, 5.087, -2.309], [-1.013, 6.356, -1.428], [4.946, 5.211, -2.287], [4.062, 6.492, -1.453], [5.823, 6.470, -1.406], [6.271, 3.481, -0.939], [7.053, 4.803, -0.077], [6.239, 3.534, 0.832], [4.012, 6.555, 1.102], [4.849, 5.310, 2.032], [5.774, 6.524, 1.135], [2.314, -0.247, 5.780], [0.737, 0.952, 6.474], [-0.140, 1.874, 5.252], [-1.024, 0.913, 6.447], [0.756, -1.623, 6.351], [-1.007, -1.613, 6.325], [-0.106, -2.442, 5.048], [-1.559, 0.661, 3.492], [-1.584, -1.105, 3.461], [-2.266, -0.240, 4.839], [0.175, -2.438, -1.467], [-0.415, -1.471, -2.486], [-0.219, -0.085, -2.027], [-1.281, 0.839, -2.468], [-2.606, 0.584, -1.738], [-2.426, 0.100, 0.011], [-2.624, -1.716, -0.043], [-1.399, -2.450, 0.493], [-0.124, -1.986, -0.099], [1.260, -2.455, -1.569], [-0.189, -3.453, -1.645], [-1.483, -1.640, -2.607], [0.037, -1.636, -3.465], [0.671, 0.276, -2.360], [-1.458, 0.757, -3.544], [-0.930, 1.842, -2.250], [-3.210, -0.189, -2.212], [-3.200, 1.496, -1.743], [-2.864, -1.993, -1.068], [-3.485, -1.967, 0.572], [-1.537, -3.523, 0.336], [-1.315, -2.273, 1.564], [0.616, -2.294, 0.524]]
}

=====

No. 3
{
  "formula": "C34H54BCl6N6O8",
  "method": "the ωB97M-V functional and the def2-TZVPD basis",
  "lumo_energy_ev": 2.01,
  "e_above_lowest_kcal_mol": 0.0,
  "charge": -1,
  "homo_ev": -7.81,
  "gap_ev": 9.8252,
  "symbols": ["O", "C", "O", "B", "O", "C", "O", "O", "C", "O", "C", "O", "O", "C", "C", "C", "C", "N", "H", "H", "H", "H", "H", "H", "H", "C", "C", "C", "C", "N", "H", "H", "H", "H", "H", "H", "H", "C", "C", "C", "C", "N", "H", "H", "H", "H", "H", "H", "H", "C", "C", "C", "C", "N", "H", "H", "H", "H", "H", "H", "H", "C", "C", "C", "C", "N", "H", "H", "H", "H", "H", "H", "H", "C", "C", "C", "C", "N", "H", "H", "H", "H", "H", "H", "H", "Cl", "C", "C", "Cl", "H", "H", "H", "H", "Cl", "C", "C", "Cl", "H", "H", "H", "H", "Cl", "C", "C", "Cl", "H", "H", "H", "H"],
  "xyz": [[-16.526, -2.816, -18.987], [-17.599, -2.990, -18.506], [-18.747, -2.646, -19.003], [-19.818, -3.182, -18.127], [-19.127, -3.970, -17.100], [-17.840, -3.750, -17.194], [-17.019, -4.112, -16.449], [-20.814, -3.953, -18.908], [-21.978, -3.352, -18.866], [-22.961, -3.677, -19.435], [-21.852, -2.133, -17.937], [-20.598, -2.090, -17.531], [-22.692, -1.352, -17.693], [-18.206, -8.496, -17.495], [-19.025, -7.213, -17.563], [-20.533, -7.443, -17.663], [-20.870, -8.418, -18.695], [-21.080, -9.200, -19.475], [-18.210, -9.112, -18.395], [-18.549, -9.139, -16.678], [-17.175, -8.197, -17.330], [-18.712, -6.680, -18.468], [-18.766, -6.571, -16.723], [-21.058, -6.501, -17.833], [-20.911, -7.827, -16.707], [-15.544, -4.896, -22.758], [-16.375, -3.794, -22.120], [-17.886, -4.009, -22.095], [-18.342, -5.080, -21.202], [-18.734, -5.914, -20.508], [-15.867, -5.198, -23.752], [-15.464, -5.766, -22.103], [-14.516, -4.527, -22.846], [-16.223, -2.835, -22.628], [-15.994, -3.614, -21.115], [-18.326, -4.253, -23.069], [-18.366, -3.080, -21.771], [-17.225, -0.669, -14.650], [-18.259, -0.114, -15.622], [-19.368, 0.686, -14.965], [-20.430, 1.037, -15.910], [-21.254, 1.273, -16.671], [-17.664, -1.403, -13.971], [-16.807, 0.142, -14.043], [-16.381, -1.118, -15.172], [-18.699, -0.924, -16.209], [-17.738, 0.497, -16.365], [-18.988, 1.606, -14.509], [-19.837, 0.138, -14.141], [-24.872, -1.928, -15.508], [-26.222, -1.204, -15.563], [-26.338, -0.347, -16.838], [-25.189, 0.540, -16.949], [-24.288, 1.229, -17.035], [-24.936, -2.777, -14.819], [-24.064, -1.259, -15.222], [-24.622, -2.403, -16.459], [-26.374, -0.569, -14.696], [-26.926, -2.035, -15.618], [-27.287, 0.182, -16.810], [-26.347, -1.019, -17.695], [-14.251, -6.501, -12.898], [-14.830, -5.165, -12.479], [-15.976, -4.640, -13.335], [-17.007, -5.621, -13.655], [-17.847, -6.395, -13.882], [-14.908, -7.371, -12.857], [-13.453, -6.785, -12.199], [-13.745, -6.449, -13.865], [-14.025, -4.433, -12.422], [-15.203, -5.272, -11.453], [-15.567, -4.293, -14.292], [-16.422, -3.746, -12.902], [-16.471, 1.464, -21.733], [-16.010, 0.507, -20.637], [-16.485, 0.956, -19.246], [-17.923, 1.192, -19.142], [-19.054, 1.405, -19.009], [-15.971, 1.256, -22.683], [-16.273, 2.495, -21.445], [-17.522, 1.282, -21.963], [-14.922, 0.516, -20.577], [-16.396, -0.489, -20.842], [-15.965, 1.885, -19.000], [-16.201, 0.190, -18.524], [-22.678, -7.358, -22.577], [-21.626, -6.190, -21.780], [-21.755, -4.773, -22.279], [-21.138, -4.512, -23.923], [-20.597, -6.525, -21.918], [-21.776, -6.197, -20.702], [-21.305, -4.035, -21.622], [-22.823, -4.543, -22.204], [-26.805, -6.264, -19.018], [-25.261, -5.578, -18.381], [-24.150, -6.445, -18.923], [-24.137, -8.083, -18.230], [-25.276, -5.521, -17.293], [-25.189, -4.540, -18.697], [-23.182, -5.999, -18.705], [-24.216, -6.511, -20.006], [-15.195, -7.274, -18.779], [-14.851, -5.588, -18.343], [-14.316, -5.489, -16.950], [-12.739, -6.340, -16.807], [-15.794, -5.047, -18.421], [-14.243, -5.095, -19.101], [-14.943, -6.098, -16.302], [-14.243, -4.476, -16.578]]
}

=====

No. 4
{
  "formula": "C34H54Br20N4O2",
  "method": "the ωB97M-V functional and the def2-TZVPD basis",
  "lumo_energy_ev": -0.10,
  "homo_ev": -8.40,
  "smiles": "[H]/N=C(\\N)NCCCCc1cccc2c1C(=O)N(/C(Br)=C(\\C)Br)C2=O.BrCCBr.BrCCBr.BrCCBr.BrCCBr.BrCCBr.BrCCBr.BrCCBr.BrCCBr.BrCCBr",
  "gap_ev": 8.3036,
  "symbols": ["C", "C", "Br", "C", "Br", "N", "C", "O", "C", "C", "C", "C", "C", "C", "C", "C", "C", "N", "C", "N", "N", "C", "C", "O", "H", "H", "H", "H", "H", "H", "H", "H", "H", "H", "H", "H", "H", "H", "H", "H", "H", "H", "Br", "C", "C", "Br", "H", "H", "H", "H", "Br", "C", "C", "Br", "H", "H", "H", "H", "Br", "C", "C", "Br", "H", "H", "H", "H", "Br", "C", "C", "Br", "H", "H", "H", "H", "Br", "C", "C", "Br", "H", "H", "H", "H", "Br", "C", "C", "Br", "H", "H", "H", "H", "Br", "C", "C", "Br", "H", "H", "H", "H", "Br", "C", "C", "Br", "H", "H", "H", "H", "Br", "C", "C", "Br", "H", "H", "H", "H"],
  "xyz": [[-4.489, 3.295, 2.713], [-5.122, 3.283, 1.300], [-5.051, 4.936, 0.256], [-5.696, 2.181, 0.803], [-6.477, 2.237, -1.002], [-5.765, 0.926, 1.466], [-6.418, 0.832, 2.722], [-7.460, 1.260, 3.055], [-5.379, -0.002, 3.544], [-5.306, -0.269, 4.943], [-4.169, -1.066, 5.385], [-3.159, -1.581, 4.486], [-3.250, -1.289, 3.059], [-2.234, -1.732, 1.984], [-0.945, -0.826, 1.921], [-1.210, 0.715, 2.061], [-0.560, 1.602, 0.923], [-0.590, 0.982, -0.417], [-1.293, 1.770, -1.382], [-1.905, 1.133, -2.300], [-1.301, 3.203, -1.387], [-4.370, -0.512, 2.616], [-4.769, -0.055, 1.188], [-4.405, -0.422, 0.138], [-3.895, 2.378, 2.937], [-3.878, 4.218, 2.859], [-5.326, 3.352, 3.451], [-6.051, 0.140, 5.644], [-4.029, -1.316, 6.459], [-2.278, -2.173, 4.842], [-2.714, -1.721, 0.973], [-1.935, -2.795, 2.153], [-0.316, -1.115, 2.807], [-0.314, -1.086, 1.035], [-2.288, 0.998, 2.109], [-0.730, 1.052, 3.019], [0.523, 1.723, 1.206], [-1.031, 2.606, 0.982], [0.356, 0.766, -0.718], [-2.340, 1.791, -2.951], [-1.978, 3.588, -2.031], [-0.376, 3.609, -1.491], [1.242, -3.954, 1.002], [2.660, -3.788, 2.329], [2.155, -3.146, 3.591], [1.950, -1.224, 3.373], [3.469, -3.230, 1.860], [2.988, -4.809, 2.523], [2.877, -3.264, 4.397], [1.193, -3.533, 3.912], [3.119, -0.325, -0.483], [5.057, -0.167, -0.428], [5.705, -1.525, -0.425], [5.576, -2.360, 1.332], [5.305, 0.431, 0.445], [5.326, 0.384, -1.328], [6.771, -1.443, -0.624], [5.259, -2.215, -1.137], [-7.717, 2.280, -5.031], [-9.031, 1.770, -3.685], [-9.781, 0.529, -4.092], [-11.124, 0.921, -5.448], [-9.677, 2.630, -3.532], [-8.455, 1.587, -2.780], [-10.339, 0.125, -3.249], [-9.137, -0.246, -4.501], [2.670, 2.965, -0.936], [3.247, 4.605, -1.821], [2.328, 5.756, -1.503], [0.667, 5.640, -2.514], [3.307, 4.386, -2.884], [4.246, 4.797, -1.436], [2.779, 6.700, -1.806], [2.056, 5.809, -0.452], [5.748, -4.213, 4.770], [6.223, -5.340, 3.251], [6.470, -6.762, 3.680], [8.208, -6.954, 4.538], [7.084, -4.879, 2.773], [5.368, -5.285, 2.579], [6.507, -7.422, 2.814], [5.728, -7.133, 4.382], [1.368, -6.069, 5.372], [-0.495, -6.606, 5.560], [-1.297, -6.281, 4.325], [-1.734, -4.382, 4.219], [-0.874, -6.120, 6.456], [-0.462, -7.682, 5.722], [-2.261, -6.788, 4.354], [-0.784, -6.538, 3.401], [6.007, 3.049, -2.692], [7.949, 3.242, -2.641], [8.639, 1.905, -2.643], [8.550, 1.061, -0.889], [8.184, 3.843, -1.766], [8.200, 3.803, -3.541], [9.702, 2.025, -2.846], [8.214, 1.204, -3.357], [-4.138, 0.255, -4.705], [-5.641, -0.626, -5.571], [-6.561, -1.258, -4.559], [-5.819, -2.916, -3.859], [-5.227, -1.340, -6.278], [-6.158, 0.162, -6.117], [-7.504, -1.543, -5.025], [-6.762, -0.615, -3.705], [6.834, 5.970, -5.566], [7.322, 4.867, -7.096], [7.626, 3.452, -6.680], [9.387, 3.321, -5.855], [8.159, 5.358, -7.587], [6.454, 4.895, -7.753], [7.671, 2.798, -7.550], [6.910, 3.051, -5.966]]
}

=====

Number 1: energy -78559.4405 eV. Number 2: energy -125989.3908 eV. Number 3: energy -137273.6945 eV. Number 4: energy -1447038.6665 eV.